Entry 1:
Formula: C6H14O4
Source: the OMol25 dataset
Level of theory: ωB97M-V/def2-TZVPD

Atoms and positions in Å:
C1 -0.751196 0.767676 -0.667164
C2 1.525538 0.170353 0.297670
C3 -1.360683 -0.435068 -0.853976
C4 1.736443 1.577993 0.751652
C5 1.192850 -0.895487 1.180854
C6 -2.392614 -0.957390 0.092546
O1 -0.070379 1.389304 -1.704003
O2 -1.114471 1.675646 0.317733
O3 2.030175 -0.187195 -0.891377
O4 -0.235489 -2.507689 -0.473269
H1 -0.471204 2.255300 -1.858285
H2 -1.952729 1.402114 0.707394
H3 1.911158 0.541326 -1.520164
H4 0.448747 -2.490088 -1.153875
H5 -1.273666 -0.888356 -1.825096
H6 0.984751 1.878489 1.478701
H7 1.718037 2.280448 -0.082185
H8 2.716932 1.619783 1.239333
H9 2.001628 -1.622368 1.278822
H10 0.886293 -0.565085 2.167615
H11 0.449860 -1.724235 0.508670
H12 -2.582309 -2.006656 -0.113181
H13 -2.061229 -0.874400 1.130249
H14 -3.336444 -0.404414 -0.008662

Cartesian forces, eV/Å:
-2.20 -0.86 -0.91
0.93 -1.40 0.41
0.18 1.95 0.10
-0.55 0.19 -0.24
0.68 0.62 -0.19
0.20 -0.07 0.04
0.45 0.09 0.20
0.41 0.04 0.09
-0.45 0.20 0.72
1.13 0.33 1.19
-0.03 -0.12 0.08
0.03 -0.11 -0.10
0.05 0.14 0.00
-0.04 -0.11 0.01
0.21 -0.08 0.04
0.04 -0.08 -0.04
0.05 0.00 0.06
-0.07 -0.15 -0.15
-0.04 -0.18 -0.32
-0.17 0.07 -0.05
-0.92 -0.47 -1.05
0.04 0.01 0.06
0.01 -0.06 0.04
0.05 0.04 -0.02

The lowest unoccupied orbital energy comes out at -0.002 Eh. The calculation puts the energy above the lowest of the compared OMol25 structures with the same formula, charge and spin at 118.1 kcal per mole. The largest force on an atom comes out at 0.049 hartree/bohr. The calculation puts the HOMO-LUMO gap at 7.43 eV. The calculation puts the HOMO energy at -0.275 Eh.

---

Entry 2:
Formula: C7H18NP2
Source: the OMol25 dataset
Level of theory: ωB97M-V/def2-TZVPD

Atoms and positions in Å:
C1 0.276606 0.772303 -1.707276
C2 -0.429820 -2.309665 0.223442
C3 1.891923 -1.517066 0.054722
C4 -0.318897 0.248142 2.020658
C5 -0.608139 2.285289 0.659876
C6 0.523318 -1.355828 -0.469352
C7 0.168363 0.922707 0.796289
N1 -0.059090 0.036874 -0.445927
P1 -0.806169 1.519952 -2.713304
P2 -0.145262 2.546910 -4.396597
H1 1.348326 1.047055 -1.680715
H2 -0.148757 -3.292713 -0.096329
H3 -0.333601 -2.144946 1.281581
H4 -1.467571 -2.233829 -0.242874
H5 2.387345 -2.070850 -0.650928
H6 2.151726 -2.088637 1.048627
H7 2.436326 -0.463415 0.183812
H8 -1.364763 -0.141230 1.895511
H9 0.184128 -0.571165 2.360544
H10 -0.406512 1.003586 2.703519
H11 0.039521 3.031593 1.157112
H12 -1.579508 2.261712 1.239995
H13 -0.835003 2.775961 -0.296070
H14 0.428481 -1.616572 -1.540990
H15 1.274887 1.041245 0.793682
H16 -1.010372 -0.256552 -0.526596
H17 -2.086086 1.136192 -2.105156
H18 -1.555911 2.682910 -4.674887

Cartesian forces, eV/Å:
1.16 -0.07 1.39
-1.19 0.50 -1.33
2.37 2.65 3.20
-2.77 -0.45 -1.77
-0.04 0.47 1.19
-1.22 -1.13 -0.32
-0.19 0.46 -1.83
0.38 1.15 -1.11
0.18 -0.39 0.01
-1.43 -0.42 0.75
-0.71 -0.31 -0.49
0.43 -0.72 0.36
-0.65 -0.56 0.33
0.90 0.21 1.11
1.75 -1.10 -1.74
-1.42 1.18 -1.60
-0.89 -2.36 -0.52
0.63 0.57 -0.16
1.96 -1.80 1.01
0.04 1.58 2.34
-0.41 -0.29 0.02
1.09 -0.18 -0.61
0.38 -0.81 0.03
0.60 0.33 0.45
-0.85 0.29 0.08
-1.33 0.59 0.30
0.75 0.51 -1.00
0.48 0.10 -0.04

Its net charge is +1. The lowest unoccupied orbital energy comes out at -0.142 Eh. The calculation puts the energy above the lowest of the compared OMol25 structures with the same formula, charge and spin at 33.4 kcal per mole. The largest force on an atom comes out at 0.093 hartree/bohr. The calculation puts the HOMO-LUMO gap at 7.53 eV. The calculation puts the HOMO energy at -0.419 Eh.

---

Entry 3:
Formula: C16H29BCaF6N4O3
Source: the OMol25 dataset
Level of theory: ωB97M-V/def2-TZVPD

Atoms and positions in Å:
Ca1 -0.965305 0.493429 0.251369
C1 2.305409 -2.034303 2.960430
C2 2.568519 -1.014825 1.871372
C3 2.990692 -1.389877 0.591352
C4 3.258441 -2.836265 0.228444
C5 3.202378 -0.407609 -0.387976
C6 3.698829 -0.759029 -1.776388
C7 2.965759 0.935981 -0.096779
C8 3.263144 1.973587 -1.156725
C9 2.510077 1.309834 1.177162
C10 2.208535 2.769231 1.452907
C11 2.353630 0.340039 2.170323
C12 1.942641 0.749879 3.571998
H1 3.131256 -2.089789 3.676508
H2 2.142891 -3.036685 2.574329
H3 1.409276 -1.771718 3.525303
H4 4.316966 -3.005364 0.011224
H5 2.710827 -3.137582 -0.671076
H6 2.986945 -3.530956 1.017394
H7 2.950570 -0.520653 -2.542011
H8 3.965404 -1.808682 -1.879930
H9 4.586231 -0.177572 -2.040690
H10 4.336691 1.999222 -1.373521
H11 2.973468 2.975443 -0.851378
H12 2.752344 1.749661 -2.095153
H13 3.118262 3.376249 1.457305
H14 1.703248 2.915706 2.402191
H15 1.549356 3.185694 0.689876
H16 0.858657 0.879907 3.666169
H17 2.401653 1.693024 3.863397
H18 2.246660 0.013969 4.312174
C13 -4.116292 0.068671 -2.383207
O1 -2.981633 -0.656108 -2.910693
C14 -2.116337 -1.114511 -2.019541
O2 -2.298308 -1.087998 -0.794735
N1 -1.042392 -1.619118 -2.654937
N2 0.098542 -2.019454 -1.931651
H19 -4.868775 0.026943 -3.161884
H20 -3.813706 1.094673 -2.194247
H21 -4.476761 -0.393289 -1.471229
H22 -0.902188 -1.250248 -3.585503
H23 0.716630 -1.207999 -1.866167
H24 0.575608 -2.720979 -2.485556
N3 -1.900912 -2.234435 2.464254
C15 -0.826394 -2.257287 1.656559
N4 -0.344066 -3.441236 1.222481
O3 -0.247816 -1.199605 1.338911
H25 -2.340488 -3.073637 2.794289
H26 -2.218453 -1.335606 2.800769
H27 -0.955670 -4.240440 1.207628
H28 0.277099 -3.344177 0.428325
F1 -1.282853 1.800950 -2.471157
C16 -0.072587 1.586128 -1.736145
F2 0.718247 0.782584 -2.665927
H29 0.447408 2.543037 -1.817746
F3 -0.788673 2.094260 1.788952
B1 -2.204626 1.900055 2.130848
F4 -2.277394 0.757951 2.950161
F5 -2.825176 1.527302 0.851990
F6 -2.764289 3.011523 2.654857

Cartesian forces, eV/Å:
0.53 0.12 -0.73
-0.04 0.00 -0.01
0.07 -0.03 0.09
0.05 -0.06 -0.04
-0.01 -0.05 -0.02
0.03 -0.02 -0.09
-0.02 -0.03 0.01
-0.04 0.13 -0.04
0.01 -0.03 0.01
0.01 0.18 -0.11
0.01 -0.01 0.05
-0.06 0.02 0.09
0.01 -0.03 -0.03
0.00 0.02 -0.04
0.01 0.05 0.01
0.04 0.00 -0.04
-0.03 0.04 0.02
-0.01 0.04 0.04
0.02 0.03 -0.01
0.02 0.00 0.10
-0.03 0.04 0.02
-0.03 -0.01 0.07
-0.04 -0.01 0.03
0.01 -0.05 -0.01
0.04 -0.02 0.08
0.00 -0.04 0.01
0.01 -0.03 -0.02
0.01 -0.04 -0.02
0.04 -0.03 -0.08
0.02 -0.01 -0.04
0.02 0.00 -0.02
0.20 -0.06 -0.15
-0.41 0.01 0.20
-0.22 -0.01 0.31
0.17 -0.08 -0.80
0.35 -0.22 -0.15
-0.07 0.35 0.09
-0.03 0.03 -0.03
0.01 0.06 0.03
-0.01 -0.05 0.05
-0.02 0.04 0.01
0.07 -0.07 -0.02
-0.09 -0.04 0.05
0.00 -0.11 0.02
0.15 0.65 0.06
0.01 -0.31 -0.23
-0.02 -1.04 0.64
-0.02 0.02 0.00
0.06 -0.02 0.02
0.04 0.00 0.01
-0.11 -0.01 0.07
0.06 -0.04 0.05
0.35 -0.25 -0.61
-0.27 -0.02 0.11
-0.05 0.21 0.02
-0.80 0.16 0.45
-0.14 0.13 0.16
0.06 0.24 -0.24
-0.04 0.41 0.67
0.12 -0.16 -0.06

The lowest unoccupied orbital energy comes out at 0.006 Eh. The calculation puts the energy above the lowest of the compared OMol25 structures with the same formula, charge and spin at 23.7 kcal per mole. The largest force on an atom comes out at 0.024 hartree/bohr. The calculation puts the HOMO-LUMO gap at 8.14 eV. The calculation puts the HOMO energy at -0.293 Eh.

---

Entry 4:
Formula: C3H8OS
Source: the OMol25 dataset
Level of theory: ωB97M-V/def2-TZVPD

Atoms and positions in Å:
C1 1.533629 0.847496 2.794351
O1 0.314345 0.877090 2.923259
H1 2.306889 0.723215 3.587922
H2 1.895267 1.138722 1.830686
C2 0.644115 -1.573487 -0.823021
C3 0.342268 -0.091242 -1.185571
S1 -1.453298 0.086453 -1.759726
H3 0.282955 -1.926612 0.098996
H4 0.210540 -2.284548 -1.514730
H5 1.705886 -1.769142 -0.927520
H6 0.869979 0.263332 -2.030147
H7 0.512948 0.570312 -0.307774
H8 -2.166522 -0.211839 -0.682438

Cartesian forces, eV/Å:
-2.22 0.98 0.39
2.09 -0.58 0.58
-0.71 -0.34 0.02
0.85 -0.07 -1.01
0.64 0.65 -1.86
-2.16 -1.21 1.93
1.00 0.35 -0.46
-0.33 0.18 1.54
-0.33 0.22 -0.60
0.39 0.09 0.44
0.69 0.24 -0.80
-0.11 -0.35 -0.72
0.21 -0.14 0.56

The lowest unoccupied orbital energy comes out at 0.019 Eh. The calculation puts the energy above the lowest of the compared OMol25 structures with the same formula, charge and spin at 28.9 kcal per mole. The largest force on an atom comes out at 0.061 hartree/bohr. The calculation puts the HOMO-LUMO gap at 9.46 eV. The calculation puts the HOMO energy at -0.329 Eh.

---

Entry 5:
Formula: O2S2
Source: the OMol25 dataset
Level of theory: ωB97M-V/def2-TZVPD

Atoms and positions in Å:
O1 0.010109 -0.193613 0.141058
O2 -0.487606 1.048834 1.951954
S1 0.888280 -2.174536 -0.517346
S2 -0.470559 1.055380 0.514707

Cartesian forces, eV/Å:
1.17 -3.03 -3.12
-0.74 1.94 -0.05
0.18 -0.39 -0.13
-0.60 1.48 3.30

The lowest unoccupied orbital energy (alpha / beta) comes out at -0.067 / -0.067 Eh. The calculation puts the energy above the lowest of the compared OMol25 structures with the same formula, charge and spin at 60.0 kcal per mole. The largest force on an atom comes out at 0.088 hartree/bohr. The calculation puts the HOMO-LUMO gap (alpha / beta) at 7.47 / 7.47 eV. The calculation puts the HOMO energy (alpha / beta) at -0.342 / -0.342 Eh.

---

Entry 6:
Formula: H24O12
Source: the OMol25 dataset
Level of theory: ωB97M-V/def2-TZVPD

Atoms and positions in Å:
O1 0.661098 3.533749 1.372956
H1 -0.193354 3.286247 0.982882
H2 0.446501 4.004374 2.182889
O2 1.545276 2.066521 -0.906357
H3 1.226686 2.824510 -0.399181
H4 2.324773 1.742642 -0.428356
O3 -3.171340 -0.397989 -1.638906
H5 -3.403061 0.468424 -1.982134
H6 -2.235491 -0.321034 -1.378632
O4 -1.763558 2.661908 0.118480
H7 -1.870649 3.513488 -0.323772
H8 -2.589340 2.194077 -0.054836
O5 1.375409 0.260800 -3.322938
H9 1.206270 -0.678970 -3.104529
H10 1.299288 0.726354 -2.480408
O6 -0.574716 0.109431 -0.603647
H11 -0.028018 -0.506238 -0.102220
H12 -0.034036 0.913252 -0.675495
O7 1.718840 -1.764087 0.808527
H13 1.597043 -1.883998 1.757031
H14 1.131393 -2.409846 0.398360
O8 -1.516815 -2.286490 1.939805
H15 -1.270882 -2.733656 2.754551
H16 -1.584392 -1.344572 2.179716
O9 2.899360 0.848997 1.120831
H17 2.534387 -0.027141 0.923595
H18 3.522973 0.738148 1.843095
O10 -1.513352 0.566356 2.474512
H19 -1.815729 0.940542 3.308278
H20 -1.757460 1.216291 1.802533
O11 -0.437351 -3.270738 -0.581146
H21 -0.975265 -2.618122 -0.107941
H22 -0.232118 -3.932370 0.086157
O12 1.064226 -2.496672 -2.866407
H23 0.659599 -2.807114 -2.033645
H24 1.753804 -3.137072 -3.063647

Cartesian forces, eV/Å:
-0.31 0.12 -0.16
0.16 -0.14 0.44
0.05 0.04 -0.03
-0.31 0.04 -0.39
0.44 -0.13 0.07
-0.17 0.16 0.22
0.01 0.06 0.25
0.04 -0.06 -0.18
-0.06 0.09 -0.10
-0.28 0.36 -0.05
-0.06 -0.06 -0.01
0.12 -0.18 -0.11
-0.08 -0.36 0.23
0.12 0.48 -0.21
0.06 0.11 -0.20
-0.17 -0.24 0.23
0.15 0.12 0.02
0.20 -0.02 -0.08
0.14 0.12 0.33
-0.09 0.00 -0.04
-0.11 -0.02 -0.31
0.17 0.11 0.05
-0.08 -0.03 0.00
-0.02 0.08 -0.13
0.05 -0.08 0.08
0.09 -0.02 0.01
0.03 -0.03 -0.10
-0.14 0.00 0.15
0.01 -0.02 -0.02
0.26 -0.13 -0.08
0.38 0.17 0.15
-0.23 -0.19 0.07
-0.27 -0.19 -0.01
-0.06 -0.38 0.42
-0.06 0.13 -0.42
0.04 0.10 -0.08

The lowest unoccupied orbital energy comes out at -0.006 Eh. The calculation puts the energy above the lowest of the compared OMol25 structures with the same formula, charge and spin at 21.0 kcal per mole. The largest force on an atom comes out at 0.011 hartree/bohr. The calculation puts the HOMO-LUMO gap at 9.30 eV. The calculation puts the HOMO energy at -0.348 Eh.

---

Repeat the fifth record exactly.
Formula: O2S2
Source: the OMol25 dataset
Level of theory: ωB97M-V/def2-TZVPD

Atoms and positions in Å:
O1 0.010109 -0.193613 0.141058
O2 -0.487606 1.048834 1.951954
S1 0.888280 -2.174536 -0.517346
S2 -0.470559 1.055380 0.514707

Cartesian forces, eV/Å:
1.17 -3.03 -3.12
-0.74 1.94 -0.05
0.18 -0.39 -0.13
-0.60 1.48 3.30

The lowest unoccupied orbital energy (alpha / beta) comes out at -0.067 / -0.067 Eh. The calculation puts the energy above the lowest of the compared OMol25 structures with the same formula, charge and spin at 60.0 kcal per mole. The largest force on an atom comes out at 0.088 hartree/bohr. The calculation puts the HOMO-LUMO gap (alpha / beta) at 7.47 / 7.47 eV. The calculation puts the HOMO energy (alpha / beta) at -0.342 / -0.342 Eh.

---

Question: What is the formula in the sixth record?
Answer: H24O12